{
  "formula": "C40H41FMgN8S2",
  "method": "ωB97M-V with the def2-TZVPD basis set",
  "orbital_gap_ev": 6.9,
  "e_above_lowest_kj_mol": 113.27,
  "homo_ha": -0.24867,
  "spin_multiplicity": 1,
  "charge": 0,
  "lumo_energy_ev": 0.1,
  "symbols": ["Mg", "C", "C", "C", "C", "C", "C", "C", "C", "C", "S", "C", "N", "H", "H", "H", "H", "H", "H", "H", "H", "C", "C", "C", "C", "C", "C", "C", "C", "C", "C", "C", "C", "N", "C", "C", "C", "C", "C", "C", "F", "H", "H", "H", "H", "H", "H", "H", "H", "H", "H", "H", "H", "H", "H", "H", "H", "H", "H", "H", "H", "H", "N", "C", "N", "N", "C", "N", "H", "H", "H", "H", "S", "C", "C", "C", "N", "C", "C", "C", "C", "C", "N", "C", "C", "H", "H", "H", "H", "H", "H", "H", "H"],
  "coordinates": [[0.053, 0.184, -0.242], [0.023, 1.234, -3.635], [-0.172, 2.339, -2.643], [-0.021, 3.676, -3.077], [-0.280, 4.693, -2.217], [-0.781, 4.409, -0.928], [-1.185, 5.444, -0.052], [-1.725, 5.123, 1.157], [-1.873, 3.773, 1.531], [-1.476, 2.731, 0.726], [-1.697, 1.073, 1.288], [-0.898, 3.055, -0.551], [-0.507, 2.037, -1.402], [0.051, 1.639, -4.646], [-0.788, 0.514, -3.551], [0.956, 0.703, -3.464], [0.315, 3.863, -4.088], [-0.140, 5.726, -2.514], [-1.077, 6.474, -0.369], [-2.045, 5.901, 1.838], [-2.302, 3.532, 2.495], [3.221, 0.140, -3.249], [2.906, -1.294, -2.827], [1.429, -1.639, -2.972], [3.429, -1.701, -1.452], [4.275, -2.810, -1.459], [4.831, -3.309, -0.301], [4.546, -2.671, 0.890], [3.715, -1.553, 0.962], [3.605, -0.986, 2.386], [4.372, 0.316, 2.647], [2.196, -0.907, 2.957], [3.102, -1.069, -0.232], [2.202, 0.047, -0.186], [2.851, 1.266, -0.186], [4.136, 1.545, -0.680], [4.649, 2.835, -0.678], [3.925, 3.906, -0.174], [2.678, 3.657, 0.395], [2.213, 2.368, 0.390], [1.065, 2.071, 1.081], [2.900, 0.299, -4.282], [4.294, 0.327, -3.205], [2.737, 0.878, -2.612], [3.440, -1.933, -3.535], [0.824, -1.035, -2.296], [1.262, -2.687, -2.720], [1.070, -1.468, -3.990], [4.506, -3.281, -2.407], [5.487, -4.169, -0.327], [4.995, -3.040, 1.805], [4.120, -1.737, 2.991], [3.817, 1.195, 2.342], [5.332, 0.329, 2.130], [4.561, 0.405, 3.719], [1.564, -0.230, 2.384], [2.230, -0.543, 3.986], [1.751, -1.900, 2.968], [4.741, 0.729, -1.052], [5.641, 3.002, -1.081], [4.327, 4.909, -0.195], [2.087, 4.430, 0.869], [-4.769, 0.930, -0.407], [-5.093, -0.109, -1.186], [-6.400, -0.351, -1.423], [-4.233, -0.903, -1.779], [-2.941, -0.717, -1.680], [-1.782, -0.656, -1.672], [-5.486, 1.434, 0.084], [-3.813, 1.005, -0.038], [-7.125, 0.121, -0.916], [-6.629, -1.161, -1.969], [-0.126, -6.760, 0.901], [-0.208, -4.994, 0.655], [-0.117, -4.122, 1.728], [-0.187, -2.762, 1.483], [-0.329, -2.230, 0.269], [-0.446, -3.082, -0.754], [-0.380, -4.458, -0.612], [-1.878, -7.073, 1.047], [-2.520, -6.972, 2.272], [-3.886, -7.208, 2.324], [-4.621, -7.533, 1.263], [-3.989, -7.642, 0.097], [-2.628, -7.426, -0.065], [0.006, -4.491, 2.736], [-0.156, -2.060, 2.303], [-0.619, -2.647, -1.725], [-0.464, -5.098, -1.479], [-1.969, -6.715, 3.166], [-4.415, -7.131, 3.267], [-4.601, -7.915, -0.755], [-2.163, -7.531, -1.035]],
  "forces_ev_per_a": [[-0.30, -0.40, 0.10], [0.10, 0.03, 0.05], [0.03, -0.02, 0.01], [-0.01, -0.01, -0.02], [0.01, 0.03, 0.01], [-0.01, 0.06, 0.01], [0.01, -0.02, -0.03], [0.00, -0.05, 0.02], [-0.04, 0.08, 0.05], [0.08, -0.12, -0.07], [-0.09, -0.06, -0.24], [-0.14, -0.24, 0.00], [0.01, 0.37, 0.27], [-0.01, 0.00, -0.02], [-0.01, -0.01, -0.01], [-0.20, 0.19, -0.03], [-0.02, -0.01, -0.01], [-0.02, 0.01, 0.00], [0.02, 0.00, 0.00], [-0.01, 0.00, 0.01], [0.00, 0.01, 0.00], [0.06, -0.03, -0.06], [-0.01, 0.03, 0.09], [0.04, -0.10, 0.04], [-0.03, -0.08, -0.03], [0.01, 0.01, -0.06], [0.01, 0.00, 0.01], [0.03, 0.04, -0.07], [-0.05, 0.03, -0.01], [-0.01, 0.03, -0.03], [0.07, -0.08, -0.10], [-0.03, 0.03, -0.05], [-0.05, -0.06, 0.15], [-0.07, -0.11, -0.06], [0.00, -0.02, 0.20], [0.11, 0.04, 0.13], [0.00, 0.01, 0.03], [-0.03, -0.02, -0.04], [0.03, 0.01, 0.02], [-0.08, -0.04, 0.20], [0.20, 0.14, -0.16], [0.02, -0.01, 0.00], [0.00, -0.02, -0.03], [0.06, -0.05, -0.09], [-0.01, -0.02, 0.00], [-0.01, -0.13, -0.10], [0.09, 0.01, -0.07], [0.00, 0.01, 0.03], [0.00, -0.01, -0.01], [-0.01, -0.01, 0.01], [0.00, -0.01, -0.01], [-0.02, 0.02, 0.01], [-0.14, 0.17, -0.16], [0.01, -0.02, -0.01], [-0.01, 0.01, -0.01], [-0.04, 0.01, -0.02], [0.02, 0.00, 0.01], [0.00, 0.02, 0.04], [-0.01, 0.02, 0.01], [0.01, 0.00, -0.01], [0.01, 0.01, 0.02], [0.01, 0.01, 0.00], [0.36, 0.06, 0.17], [0.06, 0.00, -0.04], [0.04, 0.06, 0.01], [-0.03, -0.17, -0.10], [0.16, -0.02, -0.05], [-0.05, 0.19, 0.07], [0.03, 0.01, 0.02], [-0.14, -0.02, 0.01], [-0.01, -0.02, 0.01], [0.00, 0.00, -0.01], [0.05, -0.04, 0.01], [-0.04, 0.03, 0.02], [-0.01, -0.03, -0.01], [-0.13, 0.25, 0.11], [0.17, 0.08, -0.19], [-0.02, -0.10, 0.11], [-0.01, -0.01, 0.00], [-0.03, 0.04, -0.02], [0.02, 0.00, 0.00], [-0.03, -0.01, 0.00], [0.05, 0.00, 0.00], [-0.03, 0.00, 0.01], [0.01, -0.01, 0.00], [0.00, 0.00, 0.01], [0.03, 0.03, 0.00], [0.00, 0.01, 0.04], [-0.01, 0.00, 0.00], [-0.01, 0.01, 0.01], [0.00, 0.00, 0.01], [0.00, 0.00, -0.01], [0.00, 0.01, -0.01]],
  "lowdin_charge": [0.5291, -0.0227, -0.2844, -0.0094, 0.0032, -0.1662, -0.0522, -0.0826, -0.1223, -0.6166, 0.5842, -0.2260, 0.0936, 0.0888, 0.0646, 0.0264, 0.1121, 0.1206, 0.1080, 0.1025, 0.0950, -0.0693, -0.3455, -0.0726, -0.1380, -0.0511, -0.0874, -0.0523, -0.1057, -0.3581, -0.0485, -0.0600, -0.1766, 0.0019, -0.2877, -0.0488, -0.0920, -0.1047, -0.0203, -0.2314, -0.0221, 0.0851, 0.0836, 0.0557, 0.1217, 0.0234, 0.0755, 0.0923, 0.1065, 0.0991, 0.1056, 0.1109, 0.0670, 0.0832, 0.0782, 0.0584, 0.0858, 0.0554, 0.1087, 0.0998, 0.0929, 0.1187, 0.1902, -0.5045, 0.1609, 0.1150, -0.3008, 0.1339, 0.1105, 0.0253, 0.1040, 0.1097, 0.9830, -0.5041, -0.0578, -0.1196, 0.0578, -0.1416, -0.0528, -0.5199, -0.0789, -0.1415, 0.0603, -0.1427, -0.0815, 0.1106, 0.1007, 0.0707, 0.1108, 0.1042, 0.1062, 0.1058, 0.1032]
}